Run a
Entry from the Open Molecules 2025 dataset: a structure of composition C42H41Cl5N4OPdTe (wB97M-V/def2-TZVPD).

Properties
multiplicity	2
total charge	+1
lowest unoccupied orbital energy (alpha / beta)	-3.305 / -4.389	eV

Geometry as XYZ:
```
95
C42H41Cl5N4OPdTe, DFT wB97M-V/def2-TZVPD
C 1.944 0.933 -3.779
C -0.356 -2.960 3.252
Cl 2.966 1.594 -4.988
H 2.579 4.820 7.115
H 2.450 -4.767 -5.277
C -1.360 -0.481 -0.131
C -1.253 -5.042 2.494
H -2.722 -1.130 1.398
C -2.516 -1.320 0.346
H -2.664 5.825 -3.114
H 0.494 -1.769 1.661
C 2.453 0.023 -2.858
H -1.307 -4.393 4.537
C 1.599 -0.503 -1.901
H 2.044 2.538 -1.347
C 2.752 -4.720 -2.353
Pd 0.224 -3.243 -1.060
C 0.664 2.898 5.388
C 0.237 -0.214 -1.845
N 0.693 -3.342 -2.914
C -0.856 -4.715 1.209
C -2.070 4.831 -0.135
C -1.083 -5.597 0.032
C 0.590 -3.522 -5.133
H -3.025 3.683 1.972
C 0.003 -2.693 1.943
H 0.224 2.448 6.271
H 0.990 4.240 7.622
H -1.771 7.167 -2.411
H 3.745 -4.284 -2.480
O -1.242 0.676 0.371
C -0.236 0.762 -2.736
Cl -0.005 2.499 -4.782
H -1.890 2.342 2.025
C -1.000 -4.153 3.528
H -1.578 -7.570 -3.194
C -0.291 0.978 4.139
H -2.090 -8.642 -0.998
C 1.065 2.847 3.026
C 0.606 1.322 -3.691
H 0.260 -3.401 -6.153
C 1.774 3.574 -1.559
H -1.467 3.893 2.775
C 1.762 -4.122 -3.310
C -1.553 -6.893 0.121
H -3.268 6.611 -1.653
H 0.130 0.267 4.852
H -1.767 -5.971 2.691
C -1.322 -2.220 -3.977
H -1.326 1.164 4.431
C -1.577 5.314 -1.340
N -0.612 -1.009 -1.085
N -0.799 -5.040 -1.159
H -1.222 -1.236 -4.440
H -3.395 -1.019 -0.229
C -1.375 3.899 0.626
C 2.430 4.701 1.920
C -0.335 4.870 -1.773
C -0.978 -5.730 -2.287
C -1.452 -7.033 -2.265
H 1.832 3.720 -2.636
C -2.367 6.286 -2.170
C 1.362 4.087 5.507
C -0.139 3.457 0.142
H 2.966 3.975 1.305
Cl 2.212 -1.616 -0.709
H 1.150 5.792 6.793
H 2.458 -4.568 -1.313
N -0.242 -3.546 0.950
C 1.729 -4.235 -4.677
C 0.406 3.944 -1.052
C 0.504 2.259 4.160
H 2.533 4.214 -1.105
C -0.037 -2.991 -4.032
C 1.790 4.048 3.114
C -1.734 -7.622 -1.047
Te 0.836 1.901 1.147
H 1.681 5.186 1.290
H -2.347 -2.379 0.167
H -0.317 0.504 3.155
Cl -1.900 1.186 -2.697
H 3.146 5.456 2.237
C 1.525 4.769 6.836
C -1.968 3.425 1.925
Cl 4.103 -0.443 -2.902
H -0.145 -2.240 4.029
H -1.765 -7.338 1.081
H 2.490 5.562 4.439
H 0.070 5.247 -2.706
H 2.846 -5.795 -2.514
H -3.034 5.175 0.220
H -0.724 -5.224 -3.210
H -2.109 -2.747 -4.519
C 1.923 4.641 4.358
H -1.654 -2.075 -2.950
```

=====

Run b
Entry from the Open Molecules 2025 dataset: a structure of composition C42H41Cl5N4OPdTe (wB97M-V/def2-TZVPD).

Properties
multiplicity	2
total charge	+1
lowest unoccupied orbital energy (alpha / beta)	-3.252 / -4.763	eV

Geometry as XYZ:
```
95
C42H41Cl5N4OPdTe, DFT wB97M-V/def2-TZVPD
N -5.217 1.767 0.337
Pd -3.451 0.837 -0.073
C -5.132 -2.904 0.545
C -0.730 0.289 -1.378
H 3.716 -3.864 -3.384
H 2.842 3.010 1.218
H 1.142 -3.125 -1.114
C -7.577 1.821 0.586
H 3.221 1.521 -1.089
H 6.163 -1.578 -5.091
C 4.838 1.745 2.763
H 4.795 -2.554 -5.631
C 3.231 -1.241 -1.318
H 6.031 -3.274 -4.610
H 4.189 -2.808 1.311
H -3.467 -1.711 2.861
N -2.817 2.821 0.113
C -5.182 3.113 0.309
C -1.110 -1.062 1.643
C -7.557 3.202 0.541
C -1.105 -3.608 0.555
H -5.474 -3.714 1.171
C 3.751 1.251 2.047
H 1.706 1.677 1.410
C -3.578 5.067 0.298
H 8.058 1.525 3.127
C 7.152 1.532 3.735
H -6.311 4.937 0.365
H 2.245 2.575 2.818
N -4.301 -0.944 -0.106
H -3.719 -1.326 -3.154
C -0.852 -2.158 2.461
H 4.495 1.772 -2.279
C -1.112 1.232 -2.486
C 5.985 0.993 2.958
H -1.999 1.818 -2.259
C 4.776 -0.681 -3.049
H 7.346 0.917 4.614
C 2.143 -3.543 -1.241
H 4.907 1.236 -0.650
H 2.498 -3.888 -0.265
C 2.569 2.169 1.859
H -2.060 6.577 0.351
Cl -1.092 -5.179 -0.127
C 4.684 -1.961 -3.574
C -4.341 -1.251 2.395
H 5.415 0.046 -3.536
O 0.441 -0.169 -1.377
C -1.237 4.597 0.225
H -6.333 0.049 0.470
H -5.474 -1.199 -3.194
C -6.344 3.858 0.401
H 2.048 -4.415 -1.884
C 5.104 -2.229 1.157
H 4.782 2.746 3.177
Te 2.189 -0.819 0.437
C -0.869 -3.439 1.918
C -3.826 3.705 0.220
H -5.196 -1.486 3.032
Cl -1.471 -2.701 -1.951
C 4.055 -0.289 -1.925
C 3.833 -0.038 1.515
C -4.693 -1.604 -1.241
H 5.316 -2.229 0.087
C -1.367 -1.209 0.285
H -5.615 -3.571 -1.535
C -5.205 -2.829 -0.867
C 4.176 1.136 -1.454
Cl -0.498 -1.927 4.125
C -4.590 -0.979 -2.596
H 6.915 -0.900 2.585
C -1.557 3.256 0.136
C -6.382 1.131 0.470
H -0.272 1.874 -2.744
H -0.794 2.490 0.087
H -4.393 5.771 0.375
C 4.979 -0.829 1.700
C 3.819 -2.869 -2.967
C 3.076 -2.531 -1.848
H -8.500 1.271 0.699
C 6.031 -0.293 2.424
H -0.202 4.906 0.240
H -8.475 3.770 0.613
H -4.513 0.109 -2.513
H -4.192 -0.169 2.428
C -2.270 5.518 0.291
C 5.466 -2.359 -4.793
C -1.328 -2.498 -0.254
N -1.683 -0.102 -0.537
H 5.911 -2.755 1.662
Cl -0.580 -4.800 2.921
H -1.340 0.612 -3.356
C -4.577 -1.722 0.993
Cl -1.050 0.528 2.320
H 6.972 2.553 4.067
```

=====

Short version: run b is the most stable of them.

=====

Run a
Entry from the Open Molecules 2025 dataset: a cluster of 2 separate species, C4H12NOS in total (wB97M-V/def2-TZVPD).

Properties
multiplicity	2
lowest unoccupied orbital energy (alpha / beta)	0.773 / -2.117	eV

Geometry as XYZ:
```
19
C4H12NOS, DFT wB97M-V/def2-TZVPD
H -0.591 1.115 1.638
H 0.924 -2.056 -1.391
H -2.845 0.220 1.693
H 0.321 1.785 -0.628
H -0.570 -0.575 -0.666
C 1.286 -0.358 0.034
H -0.410 -0.624 1.756
H -0.349 3.208 -1.056
H 1.814 -0.830 -2.123
O 0.447 2.670 -1.064
H -2.510 -1.185 0.401
C -0.777 0.154 1.102
H 2.007 0.496 0.229
S 3.222 -2.244 -0.716
H -2.662 0.512 0.191
C 1.749 -1.322 -1.131
H 1.370 -0.984 1.013
C -2.290 -0.168 0.907
N -0.137 0.186 -0.190
```

=====

Run b
Entry from the Open Molecules 2025 dataset: a cluster of 2 separate species, C4H12NOS in total (wB97M-V/def2-TZVPD).

Properties
multiplicity	2
lowest unoccupied orbital energy (alpha / beta)	0.792 / -2.455	eV

Geometry as XYZ:
```
19
C4H12NOS, DFT wB97M-V/def2-TZVPD
H 2.470 -2.024 -2.053
O -0.689 4.299 1.540
H -1.822 0.058 -0.890
H -0.672 -2.079 0.358
N 0.915 -0.634 -1.287
C -0.010 -1.352 0.944
H -0.473 -0.888 1.840
H -0.630 4.185 2.523
H 0.149 -0.839 -1.948
H -1.259 3.543 1.261
H 0.912 -1.737 1.226
C 0.231 -0.154 0.017
S -2.068 1.676 0.815
C -1.171 0.705 -0.371
H -1.000 1.356 -1.205
C 1.602 -1.980 -1.274
H 0.760 -2.710 -1.550
H 0.854 0.763 0.270
H 1.901 -2.189 -0.214
```

=====

Short version: run a is the most stable of them.

=====

Run a
Entry from the Open Molecules 2025 dataset: the molecule C3H6NP (wB97M-V/def2-TZVPD).

Properties
multiplicity	1
SMILES string	C1CN=PC1
lowest unoccupied orbital energy	0.105	eV

Geometry as XYZ:
```
11
C3H6NP, DFT wB97M-V/def2-TZVPD
C 0.710 -0.165 -0.156
H -0.235 -1.686 1.175
H 1.195 -0.262 -1.197
N -1.471 1.015 0.003
H -0.164 -2.030 -0.762
H 0.328 1.790 0.937
H 1.740 -0.171 0.573
H 0.238 1.963 -0.698
C -0.035 1.243 0.044
C -0.296 -1.233 0.076
P -2.011 -0.464 0.006
```

=====

Run b
Entry from the Open Molecules 2025 dataset: a cluster of 2 separate species, C3H6NP in total (wB97M-V/def2-TZVPD).

Properties
multiplicity	1
SMILES string	[H]/N=P/[H].C=C=C
lowest unoccupied orbital energy	-0.227	eV

Geometry as XYZ:
```
11
C3H6NP, DFT wB97M-V/def2-TZVPD
C -0.689 -0.838 -0.849
H 1.644 0.304 2.374
H -1.316 -1.085 -1.686
C 0.988 1.083 -1.262
N -0.176 -0.955 1.649
H -1.192 -1.101 1.551
H -0.939 -1.474 0.034
H 0.802 2.135 -1.161
P 0.103 0.355 2.406
H 2.047 0.903 -1.383
C 0.129 0.186 -0.829
```

=====

Short version: run a is the most stable of them.